1.
Here is 4 unconnected molecules or ions with the total composition C13H21O10 in a non-equilibrium geometry from OMol25. Energies are from ωB97M-V/def2-TZVPD.

```
44
Properties=species:S:1:pos:R:3:forces:R:3:nbo_charge:R:1
C -2.10456 0.21328 1.21684 -0.14 0.49 0.04 -0.17
O -3.10693 0.51723 2.03178 -0.16 -0.04 -0.03 -0.95
H -2.38051 -0.13262 0.17626 -0.10 -0.29 0.12 0.06
H -1.42885 1.10107 0.94816 0.23 -0.23 0.24 0.05
H -1.42698 -0.58311 1.64813 0.20 -0.03 -0.34 0.04
C -0.83815 -2.46187 -0.63843 0.29 0.25 0.58 -0.65
C -1.42786 -2.62623 -2.00153 -0.56 -0.21 -0.22 0.07
C -2.43832 -3.76975 -2.14350 0.42 -0.08 -0.13 -0.09
O -3.46060 -3.22265 -2.96319 -0.21 0.17 -0.05 -0.50
C -3.32390 -1.86828 -3.02252 -0.03 -0.15 0.25 0.98
O -4.07877 -1.14777 -3.58783 -0.03 0.01 -0.11 -0.58
O -2.22901 -1.48146 -2.34971 0.15 0.04 -0.13 -0.48
H -0.34937 -1.49109 -0.55448 0.19 -0.09 -0.11 0.24
H -0.12311 -3.25849 -0.41757 0.07 0.04 -0.17 0.21
H -1.56767 -2.44762 0.17302 -0.27 -0.06 -0.27 0.25
H -0.67116 -2.73055 -2.78487 0.16 0.13 0.14 0.17
H -2.82499 -4.08795 -1.17455 -0.20 0.06 -0.06 0.19
H -2.01505 -4.61686 -2.68158 0.00 -0.11 0.17 0.18
C 1.41445 -0.88630 1.69638 -0.59 -1.17 -0.54 -0.66
C 2.64424 -0.53659 2.47824 -0.49 0.36 0.71 0.06
C 2.37752 -0.03330 3.89487 -0.30 0.20 -0.10 -0.09
O 3.48746 -0.54834 4.63749 0.17 0.25 -0.10 -0.50
C 4.02833 -1.57640 3.94872 -0.62 0.02 0.05 0.97
O 4.88027 -2.28381 4.37207 0.40 -0.24 0.01 -0.59
O 3.41715 -1.71832 2.74996 0.51 0.11 -0.08 -0.50
H 1.07507 -0.17288 0.95003 0.13 0.37 0.27 0.24
H 0.55960 -1.14216 2.32540 0.05 0.44 0.17 0.24
H 1.55914 -1.82988 1.15443 0.42 0.23 -0.07 0.23
H 3.26842 0.22809 2.00983 0.20 -0.36 -0.40 0.17
H 1.45531 -0.40930 4.33851 -0.02 -0.14 -0.13 0.19
H 2.35080 1.05447 3.91699 0.18 -0.02 0.25 0.20
C 0.48669 1.88342 -1.89053 0.18 -0.72 0.01 -0.66
C 0.90590 3.25473 -1.39717 -0.15 0.01 0.10 0.06
C 0.40734 4.38253 -2.27664 0.48 0.18 -0.33 -0.09
O -0.91714 4.56245 -1.78545 0.31 0.09 0.20 -0.50
C -0.84585 4.32101 -0.42904 -0.01 -0.16 -0.48 0.97
O -1.65915 4.68214 0.34299 -0.05 0.07 0.30 -0.54
O 0.29289 3.63418 -0.15156 -0.36 0.00 0.00 -0.49
H 0.20797 1.18574 -1.09674 0.13 0.31 0.27 0.25
H 1.36669 1.46051 -2.38384 -0.21 -0.12 -0.21 0.20
H -0.35839 1.85748 -2.57772 0.01 0.36 -0.05 0.23
H 1.97992 3.25364 -1.23103 0.04 0.25 0.06 0.19
H 0.43529 4.16323 -3.34284 -0.40 -0.17 0.06 0.20
H 0.97588 5.30839 -2.12778 -0.02 -0.06 0.13 0.17
```
Positions in Å, forces in eV/Å.

Electronic energy (eV): -34296.24255
LUMO level (eV): 2.359
Kohn-Sham gap (eV): 4.682
2S+1: 1
HOMO (eV): -2.3
Charge: -1
Relative energy (zero: lowest compared OMol25 entry of this formula, charge and spin) (kcal/mol): 13.8



2.
Here is a molecular structure, C13H22Br3N3O10V in a non-equilibrium geometry from OMol25. Energies are from ωB97M-V/def2-TZVPD.

```
52
Properties=species:S:1:pos:R:3:forces:R:3:mulliken_charge:R:1
O -0.65080 -1.66543 -2.96148 -0.65 1.84 -0.43 -0.68
V -1.11977 -0.11687 -3.01563 -0.92 -0.18 3.99 1.47
O 0.15888 0.79810 -3.09285 -0.53 -0.81 -0.16 -0.64
C -0.87580 0.38077 0.68256 0.78 -0.55 -0.25 -0.65
C -2.22970 0.11833 0.08008 -1.54 0.54 0.34 0.78
O -2.39279 0.38104 -1.26370 2.61 -0.58 -3.43 -0.63
H -0.17932 -0.22864 0.09701 0.42 0.22 0.18 -0.23
H -0.77252 0.11580 1.73944 -0.33 -0.39 -0.02 0.44
H -0.55504 1.42256 0.65663 -0.12 0.01 -0.60 0.25
H -2.94304 0.78434 0.59392 -0.14 -0.02 0.05 0.16
H -2.62538 -0.89254 0.26039 0.53 -0.21 0.46 -0.51
C -0.72153 4.02713 -2.81586 0.27 -0.62 -1.17 -0.57
C -1.85884 4.23349 -1.83766 -2.07 1.98 0.22 0.13
O -3.19091 4.32345 -2.21917 1.40 -0.75 -0.59 -0.85
H -0.59110 2.95321 -2.96851 0.55 0.09 -0.08 -0.17
H 0.18214 4.55511 -2.49678 0.25 -0.65 0.63 0.33
H -0.79982 4.46747 -3.81678 -0.97 0.04 0.03 0.33
H -1.58589 5.24374 -1.47008 -0.02 0.23 0.73 0.23
H -1.78036 3.54773 -0.98269 0.56 -0.30 0.13 -0.10
C -4.47280 -3.27384 -0.70824 0.63 1.22 -0.12 -0.33
N -5.58002 -2.32917 -1.09336 -0.09 -0.72 2.37 0.91
O -6.67832 -2.66333 -0.66239 -0.19 0.39 -0.78 -0.58
O -5.28324 -1.28366 -1.59969 -0.23 -0.01 -0.69 -0.49
H -4.13307 -3.66966 -1.66109 0.24 -0.52 0.37 0.28
H -4.75417 -3.92401 0.11210 -0.58 -0.48 -0.67 0.31
H -3.71362 -2.63379 -0.25684 0.21 0.09 -0.55 -0.12
C -2.08779 2.79550 2.96723 0.99 1.10 -1.57 -0.46
N -1.60699 4.17854 3.29455 0.71 0.11 1.16 0.88
O -1.28339 4.37112 4.46126 -0.15 -0.13 -0.03 -0.59
O -1.53634 5.02090 2.43791 -0.31 -0.22 -0.38 -0.51
H -1.60229 2.09159 3.63144 -0.82 0.06 0.53 0.30
H -1.65110 2.62404 1.98364 -0.36 -0.06 -0.14 0.02
H -3.15674 2.93757 2.83926 -0.10 -0.76 0.45 0.33
C 6.72560 -2.26035 0.58621 1.00 0.18 -0.03 -0.38
C 6.39455 -1.91653 -0.70763 -0.18 -0.66 -0.21 -0.42
C 5.17824 -1.32309 -0.99348 0.02 -0.78 -0.45 -0.29
C 4.35258 -1.03514 0.06686 -0.65 -0.44 0.93 0.18
C 4.71213 -1.26999 1.39038 0.60 0.04 -0.11 -0.32
C 5.94796 -1.88678 1.65487 -1.03 0.59 -0.03 -0.62
N 2.95581 -0.56478 -0.16464 0.84 1.20 -1.86 0.91
O 2.52541 0.28921 0.57346 -0.24 -0.25 0.94 -0.51
O 2.42239 -0.89279 -1.21225 0.12 -0.58 0.61 -0.51
H 7.66020 -2.78256 0.75083 -0.01 -0.01 0.10 0.36
H 7.01805 -2.29487 -1.50679 0.03 0.30 -0.13 0.34
H 4.86527 -1.31080 -2.02781 -0.28 0.55 0.09 0.41
H 4.02430 -0.95355 2.16157 0.07 -0.10 0.12 0.45
H 6.31315 -2.05550 2.65773 -0.30 -0.09 0.11 0.38
C 0.19848 -3.56313 1.12566 0.66 -0.59 0.10 0.36
Br 0.03837 -4.66723 -0.48753 0.08 0.62 0.77 -0.01
Br 1.61593 -4.29618 2.33760 -0.86 0.21 -0.48 -0.09
Br -1.50399 -3.30911 1.99390 0.50 -0.14 -0.09 -0.05
H 0.62703 -2.59742 0.88643 -0.38 0.00 -0.35 -0.24
```
Positions in Å, forces in eV/Å.

Electronic energy (eV): -274585.41958
LUMO level (eV): 0.628
Kohn-Sham gap (eV): 3.096
2S+1: 1
HOMO (eV): -2.5
Charge: -1



3.
Here is 6 unconnected molecules or ions with the total composition C13H22BrCl20NO4P2 from OMol25. Energies are from ωB97M-V/def2-TZVPD.

```
63
Properties=species:S:1:pos:R:3:forces:R:3:nbo_charge:R:1
C 1.28088 -1.78990 1.12910 0.15 0.09 -0.06 -0.61
C 1.42681 -2.31124 -0.30931 -0.03 0.14 0.22 -0.19
C 2.79639 -1.87554 -0.83118 -0.15 0.09 -0.05 -0.61
C 0.26568 -1.75425 -1.15540 0.00 -0.07 -0.15 -0.26
C 0.45723 -1.86642 -2.68103 -0.09 0.00 -0.05 -0.62
C -1.07082 -2.36566 -0.70342 0.05 -0.02 0.11 -0.06
O -2.02687 -1.35341 -0.40665 -0.06 0.01 -0.18 -0.86
P -3.50647 -1.32153 -1.21466 0.77 0.03 0.63 1.46
Br -5.44796 -1.27169 -2.64928 -0.16 -0.01 -0.25 -0.47
C -4.19226 -2.72311 -0.23924 -0.50 -0.25 -0.15 -0.53
N -5.61344 -2.67300 0.04219 0.09 -0.28 0.25 -0.83
C -3.75627 0.39484 -0.67838 -0.38 0.30 -0.51 -1.18
P -2.31320 1.49163 -0.74926 0.16 0.06 0.58 2.37
O -1.55488 1.60189 0.49579 0.12 -0.06 -0.07 -1.08
O -3.01438 2.85955 -1.19946 0.22 -0.21 -0.30 -0.99
O -1.40799 1.13061 -2.02649 -0.20 -0.17 -0.07 -0.99
H 1.78838 -2.44453 1.83963 -0.07 -0.02 0.03 0.21
H 0.24230 -1.65481 1.43062 0.00 -0.11 0.09 0.21
H 1.75745 -0.80910 1.20282 -0.09 0.05 0.00 0.21
H 1.37981 -3.40695 -0.28345 -0.04 0.00 -0.14 0.19
H 2.74780 -0.82223 -1.12308 0.06 0.02 0.02 0.21
H 3.53754 -1.96053 -0.03662 0.06 -0.09 -0.13 0.21
H 3.13103 -2.44464 -1.69730 0.07 -0.04 0.05 0.21
H 0.19595 -0.69055 -0.91263 0.04 0.00 0.10 0.23
H 1.47310 -2.14055 -2.95767 0.00 0.03 0.00 0.22
H 0.24834 -0.91672 -3.17853 0.00 0.01 0.00 0.21
H -0.20731 -2.61054 -3.12516 0.05 -0.06 0.02 0.20
H -1.46234 -3.04700 -1.47273 0.02 0.05 -0.03 0.16
H -0.93010 -2.96665 0.19868 -0.03 0.00 0.01 0.19
H -2.86724 -1.57095 -2.43439 -0.12 -0.05 -0.09 -0.03
H -3.63560 -2.73462 0.69570 0.11 0.15 -0.06 0.24
H -3.88963 -3.60653 -0.81665 0.10 0.00 0.04 0.22
H -6.14420 -3.22737 -0.61649 -0.03 0.24 -0.12 0.38
H -5.77936 -3.07075 0.95837 -0.02 0.09 0.02 0.37
H -4.53840 0.84389 -1.28411 -0.06 -0.01 0.07 0.30
H -4.09906 0.39659 0.35850 0.10 -0.16 0.04 0.31
H -2.35490 3.39314 -1.67297 -0.26 0.24 0.07 0.51
H -1.71402 0.38041 -2.55304 0.08 0.15 0.01 0.51
C -2.08160 4.01070 -5.25921 0.01 -0.06 0.02 -0.23
Cl -1.22645 4.68750 -3.85953 -0.10 -0.04 -0.26 0.04
Cl -1.07930 2.76277 -6.00319 0.01 -0.01 -0.01 0.06
Cl -3.60259 3.30252 -4.71776 -0.01 -0.01 0.00 0.07
Cl -2.39682 5.29436 -6.42395 0.00 0.01 -0.01 0.07
C -0.54354 5.66296 0.71821 -0.02 -0.08 0.00 -0.22
Cl -0.50475 7.41483 0.93521 0.00 0.01 -0.02 0.06
Cl 0.82698 4.93182 1.54997 0.00 -0.01 0.01 0.07
Cl -2.04528 5.00865 1.34310 -0.05 0.08 0.01 0.08
Cl -0.43882 5.28773 -1.01867 0.16 0.08 0.23 0.02
C 6.48989 -3.42354 0.68845 -0.01 -0.04 -0.05 -0.23
Cl 5.18003 -3.21353 1.85498 -0.05 -0.09 0.00 0.05
Cl 7.74257 -4.44452 1.39807 0.02 0.01 0.02 0.06
Cl 5.85385 -4.19584 -0.76967 0.01 -0.02 0.00 0.05
Cl 7.17479 -1.85473 0.26396 -0.04 -0.01 -0.09 0.06
C -2.48168 4.56107 5.69353 0.00 0.03 -0.02 -0.23
Cl -3.00858 3.66891 7.12542 0.00 -0.01 0.01 0.05
Cl -1.07101 5.54465 6.10103 0.01 0.01 0.00 0.05
Cl -2.06129 3.43530 4.40835 0.02 -0.11 0.04 0.07
Cl -3.79063 5.61659 5.14620 -0.01 0.01 0.00 0.05
C 8.37280 -1.02339 4.29373 -0.03 0.04 0.08 -0.23
Cl 6.80427 -0.73100 3.54006 0.08 0.11 0.10 0.06
Cl 8.23923 -2.40151 5.39184 0.01 -0.01 0.00 0.05
Cl 9.57873 -1.37522 3.05612 0.02 -0.01 -0.04 0.06
Cl 8.86718 0.41118 5.20095 0.00 -0.02 0.01 0.06
```
Positions in Å, forces in eV/Å.

Electronic energy (eV): -362588.05051
LUMO level (eV): 0.050
Kohn-Sham gap (eV): 9.543
2S+1: 1
HOMO (eV): -9.5
Charge: 0
Structure (SMILES): CC(C)[C@@H](C)CO[PH](Br)(CN)CP(=O)(O)O.ClC(Cl)(Cl)Cl.ClC(Cl)(Cl)Cl.ClC(Cl)(Cl)Cl.ClC(Cl)(Cl)Cl.ClC(Cl)(Cl)Cl
Relative energy (zero: lowest compared OMol25 entry of this formula, charge and spin) (kcal/mol): 0.0



4.
Here is a molecular structure, C13H22F3MgN2O6 in a non-equilibrium geometry from OMol25. Energies are from ωB97M-V/def2-TZVPD.

```
47
Properties=species:S:1:pos:R:3:forces:R:3:nbo_charge:R:1
Mg 0.52548 -2.90920 -2.92418 0.23 0.62 1.09 1.07
C -0.23989 -0.45247 1.68028 -0.02 -0.72 0.65 -0.63
C 0.33879 0.06116 0.38957 1.12 -1.59 -0.18 -0.11
O 0.39981 -0.84386 -0.65808 -1.08 0.83 -0.64 -0.48
H -1.24816 -0.85476 1.58194 0.04 0.03 -0.24 0.23
H -0.27034 0.28379 2.48345 0.17 0.19 -0.21 0.24
H 0.41075 -1.26724 1.99796 -0.03 -0.10 0.25 0.22
H 1.29202 0.57772 0.50202 0.10 0.19 0.15 0.19
H -0.38706 0.80524 0.06159 -0.50 0.55 -0.87 0.27
C -4.41158 1.86036 -2.35768 1.89 0.65 -0.50 -0.62
C -5.67538 1.23975 -1.87999 -0.81 1.45 -2.45 -0.08
O -5.42456 0.74029 -0.64202 -0.39 -2.65 4.58 -0.50
C -6.35928 0.17919 0.22047 -4.52 2.22 -1.42 0.69
O -7.61211 0.10513 0.05070 5.68 0.01 0.21 -0.51
C -5.77684 -0.13691 1.63558 0.49 -1.45 0.14 0.90
F -5.36867 -1.43423 1.58750 -0.05 0.11 -0.15 -0.33
F -4.69654 0.56424 1.99464 -0.40 0.38 -0.37 -0.31
F -6.68122 -0.06795 2.60819 0.21 0.45 -0.79 -0.28
H -4.07197 2.63419 -1.66924 0.00 -0.13 0.29 0.21
H -4.44272 2.39200 -3.30873 -0.76 -0.17 -0.14 0.23
H -3.58414 1.16581 -2.50276 -0.02 -0.32 0.30 0.19
H -6.00008 0.48526 -2.59652 -0.45 -0.05 0.22 0.19
H -6.33954 2.10258 -1.82984 -0.86 -0.49 0.06 0.20
C 5.79497 -1.89341 -6.16966 -0.05 -0.94 1.26 -0.25
O 5.41559 -1.37876 -4.83903 -0.61 0.46 -0.56 -0.52
C 5.68864 -1.97568 -3.67649 3.50 -2.76 -0.88 0.98
O 6.37024 -3.02383 -3.56239 -2.33 2.76 -0.04 -0.65
O 5.27223 -1.19478 -2.69156 -0.38 0.12 0.91 -0.51
C 5.84137 -1.40838 -1.36665 0.56 -0.09 -0.11 -0.26
H 6.74865 -1.48612 -6.50536 -0.22 0.33 0.26 0.21
H 4.97401 -1.66624 -6.84975 0.18 0.25 0.23 0.20
H 5.91495 -2.97484 -6.10456 -0.03 0.01 0.04 0.21
H 5.49458 -0.62923 -0.68786 -0.44 0.01 -0.47 0.20
H 6.92492 -1.29601 -1.40390 -0.01 -0.14 -0.28 0.21
H 5.62637 -2.38823 -0.94030 -0.21 -0.02 -0.36 0.20
C 3.36714 -1.97893 4.62176 -0.72 -0.23 -0.35 -0.73
C 3.50127 -1.86378 6.03767 0.55 -0.05 4.52 0.27
N 3.61610 -1.75369 7.20090 -0.32 -0.25 -3.14 -0.30
H 4.33421 -2.22726 4.18447 -0.16 0.56 -0.32 0.26
H 2.85931 -1.05130 4.35775 0.59 0.14 -0.83 0.25
H 2.66191 -2.77004 4.36702 0.07 -0.17 0.13 0.25
C -2.22849 4.25328 2.49120 0.79 -0.07 -0.58 -0.73
C -2.93155 4.33134 3.70974 -0.83 -0.53 -1.00 0.27
N -3.48310 4.43792 4.68657 -1.24 0.23 2.47 -0.30
H -2.26980 5.27175 2.10502 0.88 -0.10 -0.30 0.26
H -2.58040 3.56758 1.72042 -0.42 -0.05 0.39 0.25
H -1.28990 3.86860 2.89013 0.80 0.53 -0.97 0.25
```
Positions in Å, forces in eV/Å.

Electronic energy (eV): -42685.54920
LUMO level (eV): -8.628
Kohn-Sham gap (eV): 3.962
2S+1: 1
HOMO (eV): -12.6
Charge: +1